Below is a 2-piece molecular cluster, C4H14N2O overall, with properties calculated with wB97M-V/def2-TZVPD.

Summary:
LUMO   0.9 eV
SMILES   CNCCNC.O
Maximum force   2.986 eV Å⁻¹
HOMO-LUMO gap   8.99 eV

Cartesian coordinates (Å):
C  -2.916  -0.031  2.039
H  -2.928  -1.100  2.322
H  1.277  0.767  -1.415
O  3.113  -3.090  -5.013
H  -0.310  2.068  0.656
H  -0.728  -1.213  2.058
H  -0.834  -0.242  -0.208
H  -3.820  0.380  2.528
C  1.156  1.741  -0.908
H  3.114  -2.206  -5.420
H  3.036  -3.794  -5.669
H  0.338  0.133  2.605
H  -3.115  -0.085  0.946
N  -1.686  0.636  2.453
C  -0.539  -0.129  1.985
H  0.805  2.538  -1.526
C  -0.038  0.038  0.505
N  0.379  1.412  0.320
H  -1.682  1.641  2.408
H  2.107  1.924  -0.444
H  0.819  -0.608  0.319

What are the Löwdin partial charges on each atom? They are as follows, in elementary charge units: -0.161, 0.075, 0.076, -0.074, 0.086, 0.108, 0.104, 0.076, -0.098, 0.041, 0.033, 0.111, 0.072, -0.120, -0.240, 0.061, -0.253, -0.158, 0.094, 0.060, 0.107